(1)
Molecular formula: C24H45BF4P2Sn
Method: DFT, the ωB97M-V functional and the def2-TZVPD basis

Geometry as XYZ:
```
77
Properties=species:S:1:pos:R:3:forces:R:3
Sn -0.313 -0.292 -0.059 0.200 -1.049 1.371
C 0.584 -1.537 1.897 -1.012 -0.898 0.888
C 0.828 -0.102 2.059 0.939 -0.381 -0.248
C -1.448 -0.471 2.326 0.721 0.811 0.159
C -0.787 -1.755 2.204 0.804 -0.249 -0.997
C -0.443 0.555 2.311 -2.113 -0.735 0.317
C 1.668 -2.614 1.885 0.118 0.304 0.018
H 2.610 -2.308 1.397 -0.476 0.088 0.161
H 1.368 -3.567 1.421 -0.128 0.465 0.188
H 1.921 -2.843 2.931 -0.001 -0.017 -0.263
C -1.443 -3.095 2.303 -0.986 -1.177 0.030
H -0.798 -3.964 2.070 0.092 0.718 0.581
H -2.359 -3.311 1.665 2.300 0.382 1.645
H -1.834 -3.166 3.327 0.272 -0.353 -0.052
C -2.916 -0.243 2.586 -0.262 -0.288 0.218
H -3.047 -0.206 3.668 -0.116 0.195 0.163
H -3.567 -1.058 2.254 0.563 0.332 0.252
H -3.373 0.671 2.170 0.616 -0.160 0.150
C -0.720 1.872 2.998 0.146 -0.009 -0.056
H -0.621 1.646 4.067 0.008 0.217 -0.034
H -1.752 2.224 2.856 0.331 -0.294 -0.008
H -0.049 2.702 2.774 0.113 -0.182 -0.160
C 2.147 0.315 2.646 -0.304 0.504 -0.525
H 2.184 -0.159 3.634 -0.011 -0.005 -0.004
H 2.222 1.392 2.789 0.051 -0.063 -0.083
H 3.009 -0.048 2.085 -0.090 0.033 0.001
C 2.138 1.168 -1.983 0.740 -0.133 0.330
C 2.929 0.715 -0.989 0.060 0.260 -0.567
C 4.244 1.387 -0.630 -0.109 -0.322 -0.182
C 4.036 2.743 0.124 -0.524 0.181 0.065
C 2.566 3.152 0.314 0.795 0.619 -0.269
C 1.837 3.617 -0.706 0.504 0.579 -0.145
C 2.384 3.721 -2.128 -0.161 0.049 0.515
C 2.509 2.348 -2.861 -0.146 -0.165 -0.007
H 4.835 1.571 -1.541 -0.209 -0.093 0.289
H 4.528 3.522 -0.474 -0.153 -0.099 0.206
H 4.837 0.703 -0.008 -0.139 0.189 -0.187
H 3.538 2.235 -3.232 -0.325 -0.061 0.086
H 1.133 0.787 -2.206 0.177 -0.444 0.198
H 2.688 -0.112 -0.313 -0.404 0.072 -0.402
H 1.854 2.348 -3.739 0.198 -0.023 0.107
H 1.756 4.414 -2.701 0.144 -0.242 0.062
H 0.884 4.115 -0.535 -0.048 -0.313 0.177
H 3.382 4.177 -2.092 -0.240 -0.041 0.040
H 4.562 2.738 1.088 -0.261 -0.121 -0.232
H 2.210 3.235 1.339 -0.154 -0.104 -0.156
P -0.036 -2.492 -1.502 -0.235 -0.058 0.560
C -0.689 -4.016 -0.816 -0.411 -0.211 0.252
H -0.565 -4.714 -1.640 0.187 -0.294 -0.137
H -1.751 -3.999 -0.560 0.654 0.132 -0.190
H -0.111 -4.369 0.035 0.106 0.085 -0.072
C -0.802 -2.360 -3.110 -0.113 0.239 -0.317
H -0.627 -3.347 -3.541 -0.146 0.048 -0.301
H -0.315 -1.605 -3.730 -0.008 -0.065 0.013
H -1.878 -2.171 -3.064 0.141 -0.090 0.124
C 1.654 -2.981 -1.812 0.323 0.381 -0.268
H 2.162 -2.266 -2.456 0.167 0.001 0.013
H 1.528 -3.927 -2.338 0.300 -0.102 -0.084
H 2.223 -3.148 -0.897 -0.102 0.052 -0.058
P -2.029 1.404 -0.945 -1.206 -0.609 0.140
C -2.367 2.771 0.174 0.751 0.866 0.322
H -2.680 3.556 -0.514 -0.046 0.346 0.163
H -1.563 3.133 0.816 0.071 -0.016 -0.382
H -3.222 2.512 0.809 0.256 -0.117 -0.263
C -1.813 1.818 -2.678 0.426 0.659 -0.367
H -1.102 2.628 -2.809 0.222 0.015 -0.223
H -2.804 2.159 -2.991 0.224 0.076 -0.136
H -1.542 0.959 -3.309 0.023 0.164 0.393
C -3.757 0.960 -1.067 -0.306 -1.002 0.087
H -4.221 1.903 -1.339 -0.188 0.132 -0.099
H -4.165 0.600 -0.127 -0.006 0.080 -0.178
H -3.918 0.228 -1.854 -0.191 -0.087 0.055
F -2.065 -1.932 0.216 0.064 1.242 -0.837
B -3.680 -2.557 0.519 -0.145 -0.952 -0.664
F -3.446 -3.651 -0.325 -1.452 1.076 0.953
F -4.137 -2.912 1.795 0.400 0.484 -1.863
F -4.201 -1.407 0.068 -1.281 -0.451 -0.277
```
Positions in Å, forces in eV/Å.

The total energy is -61560.021 eV. As for the charge: +2. The value obtained for the HOMO-LUMO gap is 6.1783 eV. Its spin multiplicity is 1. For the energy relative to the best compared isomer or geometry (same formula, charge and spin), the calculation gives 4.5 kcal/mol. Its HOMO energy is -14.377 eV.

Results of the Löwdin charge analysis, in e, for atoms 1 through 2: atom 1 (Sn): 1.283, atom 2 (C): -0.330

(2)
Molecular formula: C24H45BN3O18S2
Method: DFT, the ωB97M-V functional and the def2-TZVPD basis

Geometry as XYZ:
```
93
Properties=species:S:1:pos:R:3:forces:R:3
C 6.875 -1.843 2.772 -2.950 -0.086 0.097
C 5.389 -1.767 2.824 2.423 0.342 0.208
C 4.416 -1.288 1.574 1.249 -1.851 0.775
N 3.015 -1.039 2.175 0.058 1.305 -1.610
B 3.133 0.337 2.790 -0.006 1.102 1.108
N 3.452 0.386 4.304 0.690 1.006 -1.454
O 2.932 1.639 2.131 1.518 -1.830 0.588
C 1.934 -1.172 1.143 -0.193 1.481 -1.960
C 0.513 -0.435 1.458 -1.399 -0.605 -0.215
C -0.231 -0.934 2.858 -0.364 0.599 -0.746
C -1.767 -0.274 2.851 2.016 -0.126 -0.836
S -2.464 -0.181 4.604 0.239 0.013 -0.185
N 1.585 -2.641 0.819 1.833 -4.582 7.561
C 1.829 -3.451 1.899 0.130 3.986 -2.161
S 2.300 -4.158 3.411 -1.559 1.620 -4.698
C 2.451 -0.557 -0.325 1.967 0.737 -6.856
O 2.323 0.718 -0.696 0.039 -5.599 2.974
O 3.049 -1.493 -1.332 -2.811 3.993 5.915
H 7.509 -1.165 3.516 -1.297 -2.721 -0.875
H 7.351 -2.620 2.031 -0.592 2.768 0.611
H 4.874 -2.032 3.851 0.875 1.952 -1.828
H 4.421 -2.179 0.801 -0.440 2.194 1.062
H 4.867 -0.283 1.114 -0.830 -2.416 0.748
H 4.504 0.471 4.432 -1.752 -0.304 0.037
H 3.021 1.264 4.673 0.873 -0.704 -0.364
H 3.815 2.089 1.984 -1.666 -0.744 0.364
H 0.537 0.754 1.354 0.439 -2.689 0.446
H -0.234 -0.779 0.591 1.837 0.684 1.689
H 0.419 -0.545 3.758 -1.496 -0.922 -1.520
H -0.403 -2.100 2.900 0.808 2.382 -0.018
H -1.675 0.798 2.337 -0.550 -2.325 1.257
H -2.469 -0.997 2.211 1.428 1.778 1.581
H -1.414 -0.106 5.533 -0.506 -0.070 -1.568
C -0.778 3.728 -1.420 0.536 -0.575 -0.145
O -1.675 4.792 -1.108 -1.175 0.083 0.811
C -2.670 4.450 -0.250 0.327 -0.649 -0.017
O -2.840 3.348 0.247 0.149 1.687 -0.665
O -3.442 5.546 -0.043 0.522 -0.540 -0.231
C -4.537 5.333 0.846 -0.355 -0.086 0.323
H -0.024 4.114 -2.112 -0.292 0.157 0.186
H -0.268 3.376 -0.518 -0.187 -0.073 -0.202
H -1.309 2.907 -1.912 0.090 0.092 0.257
H -4.177 5.045 1.839 -0.080 -0.119 -0.231
H -5.218 4.576 0.445 0.200 0.025 0.163
H -5.085 6.274 0.939 0.289 -0.090 -0.170
C 1.593 -3.615 -2.504 0.258 0.989 -0.031
O 1.382 -5.021 -2.384 0.586 -1.758 -1.139
C 2.087 -5.769 -3.269 -0.190 1.076 0.405
O 2.853 -5.342 -4.119 -0.939 -0.838 0.861
O 1.793 -7.075 -3.044 0.154 0.508 -0.154
C 2.469 -7.986 -3.909 0.142 -0.198 -0.134
H 0.980 -3.116 -1.749 0.261 -0.385 -0.066
H 2.642 -3.365 -2.317 -0.426 0.036 -0.062
H 1.280 -3.261 -3.492 0.156 -0.145 0.047
H 3.554 -7.910 -3.778 -0.173 0.100 -0.166
H 2.191 -7.806 -4.953 0.186 0.026 0.193
H 2.160 -8.999 -3.640 -0.111 0.306 0.152
C -10.978 7.751 -0.060 -0.458 0.173 0.009
O -9.672 7.178 -0.058 0.826 0.460 -0.389
C -8.719 7.957 -0.630 0.025 0.394 -0.198
O -8.896 9.060 -1.123 0.224 -1.585 0.717
O -7.536 7.295 -0.559 -1.101 0.370 0.071
C -6.435 8.001 -1.127 0.504 0.241 -0.239
H -11.658 7.043 0.421 0.384 -0.043 -0.060
H -10.991 8.684 0.511 0.042 -0.085 -0.250
H -11.324 7.918 -1.085 0.135 0.127 0.194
H -6.266 8.944 -0.598 -0.144 -0.095 -0.202
H -6.599 8.178 -2.195 -0.046 0.108 0.243
H -5.542 7.380 -1.015 -0.350 -0.062 0.065
C 2.327 -6.419 -7.422 -0.222 0.466 0.519
O 3.107 -7.269 -8.260 -0.324 -0.518 -1.312
C 2.534 -7.554 -9.456 -0.390 0.341 0.222
O 1.449 -7.151 -9.846 1.544 -0.638 0.448
O 3.377 -8.364 -10.145 -0.463 0.500 0.502
C 2.901 -8.747 -11.433 -0.119 -0.119 -0.384
H 2.881 -6.259 -6.493 0.072 -0.119 -0.300
H 2.167 -5.447 -7.900 -0.109 -0.255 0.028
H 1.371 -6.892 -7.176 0.081 0.147 -0.206
H 2.764 -7.869 -12.072 -0.144 -0.149 0.171
H 1.968 -9.314 -11.347 0.073 0.253 -0.031
H 3.654 -9.393 -11.894 0.018 0.164 0.345
C 0.123 3.369 4.940 0.188 0.042 -0.591
O -0.454 3.217 6.236 0.614 -0.142 1.127
C 0.450 3.054 7.234 0.374 0.002 -0.353
O 1.664 3.030 7.105 -1.700 0.039 0.254
O -0.230 2.923 8.401 0.342 0.115 -0.847
C 0.600 2.743 9.547 0.250 -0.075 0.371
H -0.691 3.492 4.220 -0.021 -0.094 0.377
H 0.755 4.262 4.902 0.029 -0.263 0.065
H 0.694 2.477 4.665 0.014 0.228 0.080
H 1.251 3.611 9.692 0.007 -0.233 -0.126
H 1.190 1.826 9.456 0.021 0.260 -0.062
H -0.049 2.649 10.423 -0.111 0.050 -0.367
```
Positions in Å, forces in eV/Å.

The total energy is -89283.884 eV. As for the charge: -1. The value obtained for the HOMO-LUMO gap is 6.5733 eV. Its spin multiplicity is 1. For the energy relative to the best compared isomer or geometry (same formula, charge and spin), the calculation gives 206.2 kcal/mol. Its HOMO energy is -4.740 eV.

Results of the Löwdin charge analysis, in e, for atoms 1 through 2: atom 1 (C): -0.071, atom 2 (C): -0.138

(3)
Molecular formula: C24H45ClIrN4O7S2Si
Method: DFT, the ωB97M-V functional and the def2-TZVPD basis

Geometry as XYZ:
```
85
Properties=species:S:1:pos:R:3:forces:R:3
Ir 0.290 0.295 -0.523 1.006 4.716 0.436
C -1.301 -1.116 1.846 -0.011 -0.046 -0.086
C -2.255 1.303 1.758 -0.055 0.125 0.267
C -1.361 1.846 2.865 0.137 0.058 -0.058
C -3.602 2.030 1.749 0.045 0.120 -0.203
O -1.594 1.473 0.474 0.519 -0.942 -0.018
Si -1.525 2.886 -0.438 0.583 0.256 -1.008
S 0.404 2.538 -1.340 -0.716 -1.239 -0.320
O -1.534 4.124 0.567 -0.058 -0.017 0.272
C -1.566 5.581 0.393 -0.099 -0.004 -0.146
C -0.817 5.948 -0.880 -0.013 -0.126 -0.059
C -0.885 6.157 1.616 0.078 -0.003 0.084
C -3.026 5.995 0.308 -0.065 -0.051 -0.038
O -2.705 2.964 -1.520 -0.111 0.025 0.115
C -3.079 2.415 -2.820 0.018 0.062 0.134
C -2.223 3.054 -3.899 0.087 0.075 0.017
C -2.899 0.906 -2.790 -0.020 -0.086 0.059
C -4.538 2.788 -2.997 -0.103 0.015 0.019
H -1.504 -2.053 2.366 -0.016 -0.104 -0.014
H -0.427 -0.662 2.299 0.110 -0.010 -0.004
H -0.216 -2.051 0.341 -0.066 -0.103 0.015
H -1.849 1.753 3.838 0.042 -0.013 -0.077
H -1.168 2.902 2.673 -0.028 -0.044 0.032
H -0.396 1.332 2.901 -0.088 0.040 0.026
H -4.189 1.762 2.632 0.069 0.000 -0.068
H -4.172 1.800 0.843 0.044 0.021 0.120
H -3.441 3.108 1.772 -0.018 -0.076 0.014
H 0.216 5.590 -0.838 -0.049 0.049 0.013
H -0.800 7.032 -1.001 0.000 -0.070 -0.023
H -1.310 5.515 -1.760 0.057 0.074 0.088
H 0.133 5.770 1.701 -0.052 0.044 -0.002
H -1.437 5.899 2.524 0.034 0.020 -0.050
H -0.837 7.245 1.540 -0.021 -0.077 0.026
H -3.512 5.496 -0.535 0.028 0.074 0.072
H -3.101 7.075 0.164 -0.007 -0.079 0.025
H -3.556 5.733 1.228 0.046 0.036 -0.069
H -1.177 2.771 -3.789 0.020 0.007 0.003
H -2.303 4.142 -3.846 -0.014 -0.071 -0.034
H -2.562 2.731 -4.886 -0.005 0.029 0.065
H -1.854 0.649 -2.596 0.049 -0.008 -0.030
H -3.176 0.474 -3.754 -0.003 0.013 0.070
H -3.531 0.464 -2.013 0.035 0.038 -0.076
H -4.651 3.872 -2.956 -0.021 -0.052 -0.025
H -5.144 2.347 -2.202 0.006 0.022 -0.055
H -4.909 2.436 -3.962 0.021 0.019 0.073
O 1.757 -1.621 -0.168 0.349 -0.599 -0.492
Cl 2.121 -1.684 -1.616 -0.081 -1.007 0.590
O 3.466 -2.099 -1.765 -0.391 0.319 -0.181
O 1.948 -0.274 -2.061 -0.871 0.158 0.643
O 1.188 -2.521 -2.300 0.394 0.318 0.150
N -3.585 -0.720 1.158 -0.011 0.217 0.378
C -2.499 -0.199 1.993 -0.019 0.016 -0.228
N -1.003 -1.404 0.426 -0.032 -0.570 -0.243
C -2.089 -1.793 -0.368 -0.157 0.102 0.279
C -1.924 -2.512 -1.542 -0.038 -0.079 -0.103
C -3.030 -2.890 -2.272 -0.097 -0.012 -0.005
C -4.349 -2.547 -1.855 0.130 -0.132 -0.263
C -4.542 -1.832 -0.724 -0.027 0.066 0.180
C -3.416 -1.425 0.053 0.171 -0.195 -0.294
H -4.534 -0.477 1.414 0.038 0.012 0.025
H -2.827 -0.267 3.028 -0.102 -0.083 0.078
H -0.927 -2.778 -1.870 -0.020 -0.032 0.011
H -2.891 -3.476 -3.174 -0.030 0.058 0.040
H -5.200 -2.855 -2.449 0.075 -0.027 0.002
H -5.540 -1.564 -0.395 0.097 0.020 0.020
C 4.157 2.053 -3.270 -0.071 -0.005 0.056
C 4.683 2.603 -1.951 -0.149 -0.071 -0.035
N 3.700 2.445 -0.852 -0.075 -0.109 -0.217
C 3.405 1.395 -0.110 0.230 0.035 0.046
S 1.925 1.482 0.878 -0.903 -1.220 -0.285
N 4.154 0.332 0.077 0.255 -0.034 -0.171
C 5.500 0.009 -0.443 -0.061 -0.125 0.094
C 5.938 -1.332 0.119 -0.015 -0.020 0.026
H 4.928 2.141 -4.037 -0.054 0.019 0.054
H 3.277 2.609 -3.602 0.042 -0.057 0.011
H 3.878 1.003 -3.173 0.045 0.038 -0.031
H 4.865 3.672 -2.028 0.038 0.056 0.050
H 5.618 2.135 -1.681 0.080 0.014 0.104
H 2.972 3.145 -0.841 -0.062 0.067 0.027
H 3.735 -0.381 0.655 -0.090 -0.031 0.086
H 6.192 0.789 -0.130 -0.007 0.071 0.006
H 5.469 -0.031 -1.531 -0.034 0.019 -0.028
H 5.971 -1.310 1.211 0.003 0.002 -0.067
H 6.940 -1.563 -0.241 -0.027 0.007 0.024
H 5.270 -2.130 -0.212 0.085 0.077 0.081
```
Positions in Å, forces in eV/Å.

The total energy is -90803.236 eV. The expectation value of S² is 1.2077. As for the charge: +2. The value obtained for the HOMO-LUMO gap (spin up / spin down) is 6.5107 / 5.1360 eV. Its spin multiplicity is 2. For the energy relative to the best compared isomer or geometry (same formula, charge and spin), the calculation gives 70.9 kcal/mol. Its HOMO energy (spin up / spin down) is -13.677 / -13.683 eV.

Results of the Löwdin charge analysis, in e, for atoms 1 through 2: atom 1 (Ir): 0.864, atom 2 (C): -0.072